# 1
Formula: C4H7NO2
Source: OMol25
Level of theory: ωB97M-V with the def2-TZVPD basis set

Geometry as XYZ:
```
14
Properties=species:S:1:pos:R:3:forces:R:3:lowdin_charge:R:1
N -0.760 2.016 1.255 0.0 0.0 0.1 0.111
C -1.719 1.090 1.042 0.0 0.0 0.0 -0.442
O -2.776 0.990 1.633 0.3 0.1 -0.1 -0.006
C 1.396 0.446 -0.416 0.1 -0.4 -0.1 0.182
C 1.516 -0.909 -0.042 0.1 0.5 0.4 -0.367
C 0.418 -1.590 -0.843 -0.3 -0.1 -0.2 -0.123
O 1.746 -1.956 -1.003 0.0 -0.1 -0.1 -0.022
H -0.868 2.645 2.037 0.0 -0.1 -0.1 0.104
H 0.149 1.878 0.817 -0.2 0.0 0.1 0.023
H 1.609 0.513 -1.498 0.0 0.0 0.1 0.046
H -1.434 0.403 0.218 -0.1 0.1 0.1 0.106
H 1.600 -1.235 0.992 0.0 0.0 -0.2 0.138
H -0.060 -1.104 -1.693 0.1 0.0 0.1 0.122
H -0.225 -2.240 -0.249 0.1 0.1 -0.1 0.129
```
Positions in Å, forces in eV/Å.

Max |F| ... 0.61 eV/Å
Energy above the lowest of the compared OMol25 structures with the same formula, charge and spin ... 525.4 kJ/mol
Net charge ... 0
Energy ... -361.6807 Ha
HOMO ... -9.547 eV

# 2
Formula: C2H6NO2
Source: OMol25
Level of theory: ωB97M-V with the def2-TZVPD basis set

Geometry as XYZ:
```
11
Properties=species:S:1:pos:R:3:forces:R:3:lowdin_charge:R:1
C -1.620 -0.792 1.773 -0.9 -0.6 0.5 -0.275
O -1.529 0.392 1.059 0.9 -0.1 0.2 -0.215
H -0.711 -1.121 2.299 0.2 0.2 -0.3 0.061
H -1.969 -1.637 1.150 0.2 0.0 0.0 0.060
H -2.376 -0.721 2.580 0.1 0.2 -0.2 0.054
C 0.920 0.340 -1.313 -0.3 0.6 -0.2 -0.613
N 0.873 0.350 0.003 0.5 0.3 0.2 -0.025
O 1.817 -0.045 -2.089 0.0 0.1 0.0 -0.160
H 0.008 0.846 -1.730 0.1 -0.6 -0.2 0.092
H -0.543 0.410 0.710 -0.5 0.3 -0.2 -0.002
H 1.816 0.168 0.347 -0.1 -0.5 0.1 0.024
```
Positions in Å, forces in eV/Å.

Max |F| ... 1.25 eV/Å
Energy above the lowest of the compared OMol25 structures with the same formula, charge and spin ... 113.1 kJ/mol
Net charge ... -1
Energy ... -285.0680 Ha
HOMO ... -3.950 eV

# 3
Formula: C3H4O
Source: OMol25
Level of theory: ωB97M-V with the def2-TZVPD basis set

Geometry as XYZ:
```
8
Properties=species:S:1:pos:R:3:forces:R:3:lowdin_charge:R:1
C -0.529 0.608 0.008 -0.1 0.0 0.0 -0.101
C 0.789 0.792 -0.003 -0.5 -0.6 0.1 -0.208
C -0.403 -0.889 0.003 3.1 1.3 0.0 0.009
O 1.266 -0.492 -0.002 -2.4 -0.9 0.0 -0.091
H -1.396 1.231 -0.016 -0.2 0.3 0.0 0.079
H 1.467 1.626 0.015 0.1 0.1 -0.1 0.110
H -0.586 -1.452 0.908 0.0 0.0 0.1 0.102
H -0.607 -1.423 -0.913 0.0 -0.1 -0.1 0.101
```
Positions in Å, forces in eV/Å.

Max |F| ... 3.39 eV/Å
Energy above the lowest of the compared OMol25 structures with the same formula, charge and spin ... 152.5 kJ/mol
Structure (SMILES) ... C1=COC1
Net charge ... 0
Energy ... -191.8519 Ha
HOMO ... -8.715 eV

# 4
Formula: C3H10NOPS
Source: OMol25
Level of theory: ωB97M-V with the def2-TZVPD basis set

Geometry as XYZ:
```
17
Properties=species:S:1:pos:R:3:forces:R:3:lowdin_charge:R:1
C -2.574 0.910 0.042 0.2 3.0 2.0 -0.113
C -1.078 0.798 0.105 0.8 -2.3 -1.3 -0.368
C -0.561 -0.667 0.033 2.7 1.7 -1.1 -0.119
N 2.374 -1.265 -0.971 0.5 2.8 -2.1 -0.161
O 2.287 -0.877 1.537 -0.1 0.3 0.6 -0.257
P 1.742 -0.218 0.198 -1.7 0.3 -2.0 0.265
S 2.472 1.601 -0.124 -1.0 -1.1 0.5 0.182
H -2.840 2.013 -0.059 0.1 -1.3 -0.1 0.099
H -3.019 0.359 -0.707 -0.9 -1.1 -1.8 0.037
H -3.018 0.606 1.003 0.2 -0.1 -0.3 0.082
H -0.696 1.126 1.012 0.4 1.2 1.8 0.058
H -0.462 1.317 -0.660 -0.9 0.0 0.2 0.078
H -0.963 -1.512 0.552 0.0 0.1 1.5 0.051
H -0.602 -1.047 -0.978 0.4 0.2 -0.7 0.039
H 1.847 -2.065 -0.876 -1.2 -2.7 -0.1 -0.016
H 2.232 -0.913 -1.984 0.4 -0.5 2.4 0.098
H 2.858 -0.165 1.877 0.2 -0.4 0.4 0.044
```
Positions in Å, forces in eV/Å.

Max |F| ... 3.58 eV/Å
Energy above the lowest of the compared OMol25 structures with the same formula, charge and spin ... 166.8 kJ/mol
Net charge ... 0
Energy ... -989.8344 Ha
HOMO ... -8.848 eV

# 5
Formula: C3H6IN2S
Source: OMol25
Level of theory: ωB97M-V with the def2-TZVPD basis set

Geometry as XYZ:
```
13
Properties=species:S:1:pos:R:3:forces:R:3:lowdin_charge:R:1
C -0.752 0.828 1.490 1.3 2.7 -3.4 0.233
C -0.291 -0.350 1.488 -0.6 -1.4 0.2 -0.164
C 0.460 0.132 -0.890 -1.9 -2.7 0.3 -0.702
N 0.297 1.368 -0.416 -1.6 1.6 3.6 -0.536
N 0.575 -0.850 0.449 0.5 2.0 -0.5 0.066
S -0.933 -0.857 -1.793 0.7 0.5 -0.5 0.700
I -0.672 2.885 -1.384 0.2 -0.6 0.0 0.872
H -1.202 1.626 2.062 -0.1 -0.2 -0.2 0.107
H -0.483 -0.953 2.339 0.0 -1.0 0.6 0.139
H 1.370 -0.017 -1.401 1.2 -0.3 -0.7 0.100
H 1.445 -0.844 0.945 1.6 0.3 -0.2 0.168
H 0.487 -1.769 0.086 -1.0 -1.4 -0.1 0.117
H -0.299 -1.199 -2.976 -0.2 0.4 1.0 -0.101
```
Positions in Å, forces in eV/Å.

Max |F| ... 4.52 eV/Å
Energy above the lowest of the compared OMol25 structures with the same formula, charge and spin ... 482.3 kJ/mol
Net charge ... +1
Energy ... -922.8470 Ha
HOMO (alpha / beta) ... -12.698 / -12.696 eV

# 6
Formula: C3H2CuFMgO3
Source: OMol25
Level of theory: ωB97M-V with the def2-TZVPD basis set

Geometry as XYZ:
```
11
Properties=species:S:1:pos:R:3:forces:R:3:lowdin_charge:R:1
O -2.181 -0.155 0.642 1.4 -0.4 0.3 0.151
C -1.866 -1.224 0.253 -2.7 -0.5 -1.5 -0.360
C 0.930 0.281 -0.425 -1.6 -0.9 -0.6 -0.598
O 0.542 -0.926 -0.232 0.7 -0.4 -0.2 -0.269
O -1.998 -2.270 -0.264 1.5 1.3 1.2 0.190
C 1.197 1.272 0.460 -0.8 0.8 0.9 0.024
Cu -1.347 1.956 0.985 1.1 -0.8 -0.4 0.690
F 0.882 0.615 -1.737 0.5 0.1 0.1 0.063
H 1.572 2.227 0.095 -0.1 -0.3 0.1 0.071
H 1.278 1.010 1.516 0.3 0.0 -0.3 0.069
Mg 0.992 -2.785 -1.295 -0.3 1.0 0.5 0.969
```
Positions in Å, forces in eV/Å.

Max |F| ... 3.13 eV/Å
Net charge ... +1
Energy ... -2281.4004 Ha
HOMO (alpha / beta) ... -11.255 / -12.893 eV
2S+1 ... 2

# 7
Formula: C2H11N3O2
Source: OMol25
Level of theory: ωB97M-V with the def2-TZVPD basis set

Geometry as XYZ:
```
18
Properties=species:S:1:pos:R:3:forces:R:3:lowdin_charge:R:1
H -0.674 -0.779 -1.545 0.0 -1.0 -0.6 0.041
O -0.270 -1.895 -1.956 -0.5 1.3 0.4 -0.281
N -0.960 0.372 -1.008 0.9 -1.1 0.7 0.101
H -0.728 -2.267 -2.716 0.1 0.2 0.2 -0.001
H -1.764 0.899 -1.305 0.4 0.6 0.0 0.086
C -0.426 0.582 0.188 -2.2 0.8 -0.9 -0.493
N -0.576 1.795 0.825 -0.4 0.8 -0.5 -0.022
H -1.179 2.400 0.287 0.1 -0.1 -0.1 0.116
N 0.069 -0.434 0.867 1.6 -1.2 0.9 0.209
H 0.262 -0.462 1.854 0.1 0.9 -0.1 0.125
H 0.320 -1.324 0.461 -0.3 -0.1 -0.7 0.084
C 0.530 2.565 1.473 -0.9 -1.2 -0.9 -0.056
H 1.443 2.194 1.009 0.4 -0.4 1.0 0.084
H 0.542 3.604 1.124 -0.6 -0.1 0.5 0.082
H 0.309 2.396 2.529 1.3 0.6 0.0 0.081
O 1.384 -3.156 -0.440 -0.5 0.5 -0.3 -0.143
H 0.831 -3.935 -0.561 0.2 -0.2 0.3 0.018
H 0.887 -2.557 -1.088 0.4 -0.5 0.2 -0.030
```
Positions in Å, forces in eV/Å.

Max |F| ... 2.55 eV/Å
Energy above the lowest of the compared OMol25 structures with the same formula, charge and spin ... 124.3 kJ/mol
Net charge ... 0
Energy ... -397.5206 Ha
HOMO ... -9.161 eV

# 8
Formula: C2H9N5O2
Source: OMol25
Level of theory: ωB97M-V with the def2-TZVPD basis set

Geometry as XYZ:
```
18
Properties=species:S:1:pos:R:3:forces:R:3:lowdin_charge:R:1
C -0.704 1.297 1.371 0.1 -0.3 -0.2 -0.023
C -1.212 0.376 0.291 -0.1 -0.3 0.5 -0.461
N -1.823 0.941 -0.797 -0.3 -0.6 0.0 0.144
O -1.618 -1.608 -0.623 0.0 -0.7 0.0 -0.080
N -1.064 -0.902 0.461 0.3 1.1 -0.2 -0.022
H -1.390 -2.535 -0.421 -0.2 0.6 -0.2 0.108
H -2.316 0.250 -1.355 0.1 0.3 0.0 0.092
H -2.320 1.810 -0.660 0.2 -0.1 0.0 0.103
H 0.072 0.799 1.960 -0.2 0.1 -0.1 0.080
H -0.286 2.204 0.926 -0.1 -0.1 0.0 0.080
H -1.534 1.568 2.029 0.1 0.0 0.0 0.082
N 2.322 0.320 -0.779 0.1 1.0 0.0 0.011
O 1.625 -1.620 0.521 0.8 0.3 0.0 -0.134
N 1.892 -1.821 -0.841 -0.6 -0.5 -2.1 -0.084
N 2.168 -0.806 -1.518 0.6 -0.9 1.8 -0.075
H 0.682 -1.353 0.480 -0.4 0.1 0.6 0.016
H 2.566 0.090 0.181 -0.1 0.2 0.0 0.075
H 2.940 0.990 -1.225 -0.3 -0.3 -0.1 0.086
```
Positions in Å, forces in eV/Å.

Max |F| ... 2.22 eV/Å
Energy above the lowest of the compared OMol25 structures with the same formula, charge and spin ... 0.0 kJ/mol
Structure (SMILES) ... C/C(N)=N/O.N/N=N\O
Net charge ... 0
Energy ... -505.7278 Ha
HOMO ... -9.068 eV